{
  "formula": "C12H30AsF6MgO6",
  "method": "ωB97M-V with the def2-TZVPD basis set",
  "elements": ["Mg", "As", "F", "F", "F", "F", "F", "F", "C", "O", "C", "C", "O", "C", "H", "H", "H", "H", "H", "H", "H", "H", "H", "H", "C", "O", "C", "C", "O", "C", "H", "H", "H", "H", "H", "H", "H", "H", "H", "H", "C", "O", "C", "C", "O", "C", "H", "H", "H", "H", "H", "H", "H", "H", "H", "H"],
  "coordinates": [[0.2271, 0.1747, 0.1334], [-0.0100, 4.0276, 0.4804], [-0.2232, 3.5471, 2.2581], [0.1289, 2.2439, 0.0607], [0.2803, 4.4235, -1.2460], [-0.2117, 5.7887, 0.9366], [1.8140, 3.9927, 0.6982], [-1.7184, 3.9383, 0.2901], [0.7403, -2.3589, 1.7454], [0.5830, -1.6568, 0.4949], [0.7496, -2.4925, -0.6286], [-0.5074, -3.2831, -1.0491], [-1.6377, -2.4110, -1.1712], [-2.8599, -2.9768, -1.5718], [1.7820, -2.6793, 1.7628], [0.0365, -3.1878, 1.8200], [0.6377, -1.7383, 2.6356], [1.5814, -3.1944, -0.5712], [0.9604, -1.7828, -1.4287], [-0.6615, -4.1870, -0.4598], [-0.4537, -3.5826, -2.0958], [-2.8382, -3.8181, -2.2645], [-3.4718, -2.2243, -2.0692], [-3.2274, -3.4531, -0.6628], [2.4525, 1.4956, -1.4961], [2.0688, 0.4535, -0.6551], [3.0825, 0.1881, 0.2976], [2.6739, 0.8346, 1.5800], [1.2516, 0.5924, 1.7711], [0.8438, 0.8038, 3.1401], [2.8890, 2.3771, -1.0266], [1.6297, 1.7985, -2.1437], [3.0520, 1.2039, -2.3585], [3.9953, 0.7014, -0.0048], [3.2092, -0.8850, 0.4407], [2.7937, 1.9117, 1.4628], [3.2780, 0.4905, 2.4194], [1.3929, 0.1074, 3.7738], [-0.2060, 0.6029, 3.3536], [1.0264, 1.7920, 3.5625], [-2.2159, -0.6288, 1.8312], [-1.6130, -0.0717, 0.6805], [-2.4975, 0.4464, -0.2921], [-1.8585, 0.9001, -1.5807], [-0.6297, 0.2752, -1.6709], [-0.1554, 0.0915, -3.0347], [-1.4801, -0.9894, 2.5499], [-2.8065, -1.4393, 1.4040], [-2.9276, 0.0033, 2.3623], [-2.9733, 1.3171, 0.1591], [-3.3725, -0.1871, -0.4371], [-1.6484, 1.9676, -1.5148], [-2.5793, 0.7263, -2.3798], [0.7327, -0.5133, -3.2180], [-0.1679, 1.0346, -3.5810], [-0.9408, -0.5104, -3.4919]],
  "atomic_forces_ev_per_a": [[0.7, 2.6, 0.1], [1.5, 3.7, 1.9], [0.5, 0.2, -2.6], [-0.4, 0.1, -0.1], [-0.5, -0.9, 1.9], [0.8, -3.0, -0.8], [-2.4, -0.2, -0.1], [0.3, -0.7, -0.4], [0.8, -0.3, 0.4], [-0.1, -2.0, 0.5], [-0.7, 0.4, -1.1], [0.6, 0.9, 0.0], [0.1, -0.6, 0.1], [-0.3, 0.2, -0.7], [-0.1, -0.5, 0.1], [0.1, -0.1, -0.1], [-0.3, 0.4, -0.6], [0.1, 0.0, 0.3], [0.2, -0.2, -0.2], [-0.7, -0.1, 0.2], [0.6, -0.6, -0.4], [0.9, -0.4, -0.1], [-0.1, 0.2, 0.8], [-0.7, 0.2, 0.5], [-0.3, 1.6, -3.0], [0.1, -0.9, -0.2], [0.4, -0.1, 0.8], [-0.5, 1.0, 0.2], [0.3, -0.1, 1.6], [0.3, -0.2, 1.1], [-0.3, -0.2, 0.4], [-0.8, 0.4, 1.0], [1.1, -0.8, 0.6], [0.2, -0.6, -0.1], [0.1, -0.1, -0.4], [0.0, 0.2, 0.3], [-0.2, -0.1, 0.1], [0.2, -0.2, 0.0], [-0.1, 0.0, -0.9], [0.2, 0.3, -0.8], [-1.1, -0.8, -0.1], [0.6, 0.5, -0.2], [-2.3, 1.3, 1.1], [-0.8, 1.4, 0.8], [2.3, -1.9, -1.4], [-1.8, -0.3, -0.7], [0.1, 0.1, -0.4], [-0.2, -0.5, 0.6], [0.2, 0.6, -0.2], [0.0, 0.4, 0.0], [0.3, -0.8, -0.1], [-0.3, 0.2, -0.2], [0.4, -0.3, -0.4], [0.4, 0.5, 1.0], [0.5, 0.1, 0.2], [-0.2, 0.0, -0.3]],
  "mulliken_spin": [-0.002, 0.000, 0.000, 0.000, 0.000, 0.000, 0.000, 0.000, -0.001, 0.013, 0.001, 0.039, 0.717, 0.026, 0.001, 0.000, 0.000, 0.000, 0.014, 0.033, 0.032, 0.038, 0.001, 0.081, 0.000, 0.002, 0.000, 0.000, -0.002, 0.000, 0.000, 0.000, 0.000, 0.000, 0.000, 0.000, 0.000, 0.000, 0.000, 0.000, 0.001, 0.004, -0.004, 0.005, -0.004, -0.004, -0.001, 0.001, 0.000, 0.001, -0.001, 0.002, 0.001, -0.002, 0.001, 0.005],
  "energy_ev": -107787.2585,
  "charge": 2,
  "multiplicity": 2,
  "homo_lumo_gap_ha": [0.3830, 0.1419]
}



{
  "formula": "C12H30BCoF4N2O4",
  "method": "ωB97M-V with the def2-TZVPD basis set",
  "elements": ["Co", "B", "F", "F", "F", "F", "C", "O", "C", "C", "N", "C", "C", "O", "C", "H", "H", "H", "H", "H", "H", "H", "H", "H", "H", "H", "H", "H", "H", "H", "C", "O", "C", "C", "N", "C", "C", "O", "C", "H", "H", "H", "H", "H", "H", "H", "H", "H", "H", "H", "H", "H", "H", "H"],
  "coordinates": [[-0.2515, -0.0797, -0.0746], [-3.2048, -1.7307, 0.5983], [-4.0436, -2.0320, -0.4209], [-2.7913, -2.9151, 1.1550], [-2.0301, -1.1059, 0.2496], [-3.8323, -0.9649, 1.4969], [1.1772, 2.7274, -0.8296], [0.9420, 1.3087, -1.0982], [1.1185, 1.0729, -2.5233], [0.9518, -0.4589, -2.5127], [-0.3805, -0.8312, -2.0463], [-0.6301, -2.2790, -2.0617], [0.2092, -2.9461, -0.9581], [0.5311, -2.0535, 0.1180], [1.2090, -2.7648, 1.1545], [0.4161, 3.3404, -1.3124], [2.1371, 3.0925, -1.1949], [1.2349, 2.7783, 0.2576], [2.1401, 1.3215, -2.8107], [0.3851, 1.6266, -3.1094], [1.7303, -0.9513, -1.9301], [1.0049, -0.7287, -3.5675], [-0.9732, -0.5050, -2.7962], [-0.4171, -2.6655, -3.0584], [-1.6642, -2.4592, -1.7680], [1.0983, -3.4093, -1.3860], [-0.4922, -3.6588, -0.5245], [0.8880, -3.8042, 1.0847], [0.9033, -2.3767, 2.1261], [2.2778, -2.6339, 0.9856], [-2.4489, 1.6116, -1.3745], [-1.6998, 1.3919, -0.2372], [-2.1512, 2.1437, 0.9566], [-1.0641, 1.9135, 1.9839], [-0.6282, 0.5192, 2.0549], [0.5985, 0.3408, 2.9288], [1.9125, 0.6124, 2.1843], [2.0417, 0.0137, 0.8962], [3.4065, 0.1257, 0.3916], [-3.3636, 1.0269, -1.2768], [-1.9724, 1.3610, -2.3222], [-2.8790, 2.6006, -1.5333], [-3.1108, 1.7076, 1.2344], [-2.3824, 3.1946, 0.7827], [-1.3673, 2.1651, 3.0002], [-0.2762, 2.6042, 1.6836], [-1.3822, 0.0780, 2.5619], [0.7393, -0.6688, 3.3147], [0.4958, 1.0044, 3.7873], [2.7093, 0.3429, 2.8775], [2.0388, 1.6947, 2.1577], [3.3261, 0.0144, -0.6898], [3.8815, -0.7690, 0.7940], [3.9326, 1.0572, 0.6003]],
  "atomic_forces_ev_per_a": [[-0.4, -0.4, 1.1], [-1.3, -2.3, 0.8], [-0.4, 0.3, -1.9], [0.7, -1.4, 0.8], [1.9, 1.4, -1.5], [-0.9, 1.9, 1.7], [0.0, -0.9, 0.6], [0.9, 2.6, -1.5], [0.0, -2.0, 2.1], [0.1, 0.6, -2.3], [0.1, 0.2, -0.3], [0.4, 0.2, 1.2], [-1.0, -0.3, -0.3], [-0.2, 0.1, -0.9], [-0.2, 0.1, -0.1], [-0.3, 0.0, 0.4], [0.2, -0.5, -0.3], [-0.4, 0.5, -0.2], [-0.1, 0.2, -0.1], [-0.1, -0.1, -0.1], [0.0, 0.1, -0.1], [0.6, -0.6, -0.1], [-0.6, 0.6, 0.4], [0.0, -0.4, 0.1], [-0.1, 0.3, -0.5], [0.2, -0.1, 0.4], [0.5, -0.6, -0.1], [0.3, 0.0, 0.2], [0.1, 0.0, -0.2], [0.0, -0.3, 0.3], [-2.5, -0.1, -1.2], [0.9, 2.3, 1.3], [-0.6, -1.8, -0.3], [0.1, 0.9, 0.3], [1.6, -0.5, -0.1], [-0.1, -0.1, -1.1], [0.0, 1.1, 0.8], [0.1, 1.0, 1.0], [-1.2, -1.1, -0.2], [-0.1, -0.5, -0.3], [0.5, -0.2, 0.4], [0.7, 0.6, 0.5], [0.0, -0.3, 0.2], [0.6, 0.1, -0.4], [-0.3, 0.7, -0.1], [0.5, -0.4, 0.3], [-0.3, -0.8, -0.4], [-1.0, -0.1, -0.1], [0.4, 0.1, 0.1], [0.2, -0.6, -0.1], [0.0, 0.4, -0.7], [0.1, 0.0, 0.0], [0.7, 0.4, 0.0], [-0.3, 0.0, 0.4]],
  "mulliken_spin": [2.709, 0.049, 0.001, 0.000, 0.022, 0.000, 0.003, 0.033, 0.006, -0.005, 0.048, -0.002, 0.004, 0.022, 0.005, 0.000, 0.003, 0.000, 0.000, -0.001, -0.003, 0.001, 0.000, 0.002, 0.000, 0.001, 0.000, 0.002, 0.001, -0.001, 0.005, 0.008, 0.007, -0.004, 0.066, -0.007, 0.000, 0.024, 0.000, -0.001, 0.002, 0.001, 0.000, 0.000, 0.001, -0.002, -0.001, -0.001, 0.000, 0.001, 0.000, 0.000, 0.001, 0.001],
  "energy_ev": -73272.4912,
  "charge": 1,
  "multiplicity": 4,
  "de_lowest_kcal_mol": 45.7,
  "homo_lumo_gap_ha": [0.3956, 0.4081]
}